Density functional theory data (ωB97M-V with the def2-TZVPD basis set) for C20H17F5N2OPd as an isolated structure.

```
46
Properties=species:S:1:pos:R:3:forces:R:3
Pd 0.2120 0.4488 -0.6349 -0.58 0.66 -0.14
F -0.6668 -1.7838 4.3022 0.04 -0.13 -0.11
C -0.9282 -0.7698 3.5074 -0.35 0.99 -0.42
C -0.4629 -0.8119 2.1819 0.94 -0.57 -0.90
C -0.7092 0.2519 1.3544 -0.65 1.04 1.51
C -1.4749 1.3629 1.7829 0.39 -0.20 -0.54
C -1.9002 1.3709 3.1412 0.40 -0.62 -0.91
F -2.6174 2.3841 3.6005 0.06 -0.07 -0.13
C -1.6329 0.3247 3.9970 0.26 -0.60 -0.03
C -1.8343 2.3703 0.8007 -0.19 1.48 0.06
C -2.2926 3.6556 1.1379 0.26 -0.66 -0.12
C -2.5478 4.5683 0.1314 -0.04 0.02 -0.28
C -2.3972 4.1836 -1.1909 -0.01 -0.59 0.03
C -1.9517 2.8850 -1.4614 -0.51 0.94 -0.62
N -1.6568 2.0334 -0.4992 1.54 -1.23 0.80
H 0.1018 -1.6771 1.8592 0.06 -0.08 0.10
H -1.9861 0.3313 5.0200 0.02 0.07 -0.01
H -2.4037 3.9510 2.1692 -0.02 -0.09 -0.06
H -2.8706 5.5718 0.3817 0.03 -0.05 -0.03
H -2.6208 4.8609 -1.9990 -0.01 -0.02 -0.13
H -1.8727 2.5337 -2.4855 0.21 0.05 0.12
O 2.4150 0.0004 0.4173 -0.48 0.84 -0.51
C 2.9880 -1.3027 0.4444 0.45 -0.97 -0.09
C 3.4527 -1.7961 -0.9261 -0.48 0.31 0.18
C 2.3425 -1.7380 -1.9899 0.19 0.02 0.13
C 1.0470 -2.3923 -1.6019 0.25 -0.88 0.07
C 0.9019 -3.7745 -1.4623 0.20 0.52 -0.19
C -0.3470 -4.3045 -1.1916 -0.18 -0.02 0.17
C -1.4420 -3.4560 -1.0669 0.04 0.26 -0.11
C -1.2250 -2.0949 -1.1742 -0.83 -0.89 0.08
N -0.0131 -1.6046 -1.4200 0.04 1.17 0.57
H 3.1188 0.6174 0.1520 -0.31 -0.04 0.15
H 2.2158 -1.9681 0.8413 0.09 0.10 0.03
H 3.8324 -1.3007 1.1426 -0.20 0.00 -0.01
H 3.8129 -2.8200 -0.8139 0.05 0.03 0.04
H 4.2893 -1.1885 -1.2792 0.07 -0.10 0.03
H 2.7285 -2.2369 -2.8801 -0.09 0.13 -0.14
H 2.1320 -0.6930 -2.2673 0.09 -0.28 -0.04
H 1.7649 -4.4105 -1.5894 0.03 -0.10 -0.06
H -0.4739 -5.3724 -1.0725 0.01 -0.02 -0.07
H -2.4402 -3.8270 -0.9042 -0.07 -0.10 0.07
H -2.0409 -1.3805 -1.0830 0.13 -0.14 0.00
F 2.5655 1.8766 -1.7416 -1.66 -0.65 0.65
C 1.2308 1.9892 -1.6312 0.25 2.96 -0.67
F 0.9501 3.2050 -1.1208 0.31 -1.70 -0.15
F 0.7071 1.9271 -2.8780 0.23 -0.81 1.70
```
Forces are in eV/Å.

Properties
net charge	+2
spin multiplicity	1
gap between HOMO and LUMO (alpha / beta)	4.808 / 4.820	eV
LUMO energy (alpha / beta)	-10.42 / -10.41	eV
HOMO energy (alpha / beta)	-15.23 / -15.23	eV

Density functional theory data (ωB97M-V with the def2-TZVPD basis set) for C20H17F9FeN8O3PS2Se as an isolated structure.

```
62
Properties=species:S:1:pos:R:3:forces:R:3
Fe 0.4469 -0.3968 0.3758 -0.30 0.12 0.29
C -5.5179 -0.8184 0.9300 -0.02 0.04 -0.02
C -4.8425 -0.6296 2.2822 -0.10 0.08 0.03
N -3.5591 -1.2817 2.3835 0.13 -0.01 -0.04
C -2.3968 -0.7292 1.9203 -0.06 -0.05 -0.08
S -1.0023 -1.7252 1.9642 0.03 -0.15 0.09
N -2.4650 0.5276 1.5254 0.17 0.12 -0.02
N -1.2438 0.9932 1.1395 -0.25 -0.11 0.00
C -1.0968 2.2524 0.9764 0.10 -0.01 0.02
C -2.1834 3.2709 1.1121 -0.05 -0.04 0.03
C 0.2842 2.6807 0.6746 -0.09 0.08 0.04
C 0.6164 4.0138 0.4547 0.01 -0.08 0.03
C 1.9401 4.3421 0.2208 0.00 -0.04 0.00
C 2.8922 3.3396 0.2209 -0.01 -0.01 0.01
C 2.4762 2.0340 0.4339 0.10 0.05 0.05
N 1.2093 1.7151 0.6613 0.02 -0.03 -0.19
H -6.4839 -0.3092 0.9062 -0.05 0.02 0.00
H -5.6836 -1.8748 0.7124 0.01 -0.05 0.01
H -4.8861 -0.4067 0.1436 0.03 0.01 -0.01
H -5.4784 -1.0119 3.0878 0.00 -0.02 -0.05
H -4.6808 0.4324 2.4689 -0.01 -0.04 0.00
H -3.5343 -2.2859 2.4482 0.00 0.02 0.05
H -3.1096 2.7756 1.3907 0.04 0.01 -0.01
H -2.3260 3.7909 0.1623 -0.01 0.01 -0.04
H -1.9290 4.0204 1.8653 0.00 0.00 0.03
H -0.1526 4.7716 0.4498 -0.02 0.01 0.00
H 2.2190 5.3707 0.0291 0.02 0.02 0.00
H 3.9364 3.5443 0.0362 0.03 0.01 0.00
H 3.1736 1.2101 0.4206 0.03 -0.01 -0.02
Se -2.7297 -1.3044 -1.8073 -0.04 0.02 -0.04
C -3.5827 -2.9437 -1.4112 0.09 -0.01 0.03
C -3.0875 -3.7877 -0.4173 -0.04 0.05 -0.07
C -3.7836 -4.9499 -0.1356 0.10 -0.02 0.06
N -4.9216 -5.3116 -0.7275 -0.09 -0.09 -0.01
C -5.3745 -4.5014 -1.6807 -0.03 0.05 -0.05
C -4.7434 -3.3340 -2.0753 0.02 -0.02 0.04
H -2.1884 -3.5315 0.1294 0.02 0.02 0.04
H -3.4030 -5.6266 0.6222 -0.01 0.00 0.02
H -6.2949 -4.8051 -2.1708 0.00 -0.02 -0.01
H -5.1467 -2.7446 -2.8875 -0.01 0.03 -0.01
F 1.7759 0.2766 -4.6370 -0.02 0.02 0.06
C 0.5793 0.2438 -4.0288 -0.02 0.02 -0.11
F -0.2906 0.8922 -4.8259 0.03 -0.03 0.09
F 0.1922 -1.0256 -3.9474 0.01 0.04 0.02
S 0.6589 1.0514 -2.3736 -0.05 -0.04 -0.05
O 1.6645 0.2810 -1.6544 0.10 -0.10 -0.10
O 1.0069 2.4131 -2.6930 0.01 -0.01 0.03
O -0.6651 0.8397 -1.8082 -0.06 0.08 -0.09
F 1.8027 -0.4656 2.4053 0.21 0.02 0.16
P 3.0893 -1.4666 2.1616 -0.09 0.00 -0.09
F 3.4161 -1.4581 3.7359 -0.02 0.00 -0.03
F 4.3344 -2.4261 1.8414 -0.05 0.06 -0.01
F 4.0398 -0.1631 1.9601 -0.03 -0.05 0.02
F 2.6973 -1.3941 0.5582 0.03 -0.01 0.09
F 2.1224 -2.7350 2.3372 0.05 0.05 -0.02
N 0.2180 -2.1063 -0.8607 0.33 0.08 -0.23
C 0.3853 -2.9371 -1.6496 -0.24 0.12 0.16
C 0.4978 -3.9435 -2.6008 0.05 -0.07 0.07
C 1.5020 -4.9263 -2.5000 0.10 -0.11 0.01
N 2.3070 -5.7533 -2.4484 0.06 -0.04 -0.01
C -0.4490 -4.0340 -3.6391 -0.13 0.02 -0.16
N -1.2171 -4.1285 -4.4976 -0.04 -0.02 -0.04
```
Forces are in eV/Å.

Properties
net charge	-2
expectation value of S²	8.762
spin multiplicity	6
gap between HOMO and LUMO (alpha / beta)	7.121 / 5.567	eV
LUMO energy (alpha / beta)	4.22 / 2.72	eV
HOMO energy (alpha / beta)	-2.90 / -2.85	eV

Density functional theory data (ωB97M-V with the def2-TZVPD basis set) for C20H17N5O3S in the gas phase.

```
46
Properties=species:S:1:pos:R:3:forces:R:3
C -6.2531 -3.0158 0.5096 -0.11 -0.15 -0.14
H -6.8652 -2.5026 -0.2387 0.04 -0.02 0.02
O -5.5575 -2.1013 1.3235 0.17 0.21 0.16
C -4.6659 -1.2573 0.7481 0.19 0.21 0.01
C -4.3696 -1.2156 -0.6136 -0.27 -0.28 0.09
C -3.4445 -0.3087 -1.0913 0.19 0.26 0.25
C -2.7999 0.5698 -0.2249 -0.46 -0.49 0.04
C -3.0936 0.5250 1.1393 0.03 -0.02 -0.25
C -4.0145 -0.3763 1.6180 -0.21 -0.23 -0.03
H -4.2558 -0.4259 2.6679 -0.02 0.00 0.12
H -2.5877 1.2063 1.8049 0.03 0.05 0.09
C -1.8312 1.5167 -0.7242 0.82 0.72 -0.59
N -1.4886 1.6379 -1.9828 -0.78 -0.89 -0.11
O -0.5459 2.6244 -2.0067 0.40 0.80 0.37
C -0.3752 3.0133 -0.7372 -1.00 -0.38 0.01
N -1.1554 2.3909 0.0867 0.21 0.50 0.13
C 0.5997 4.0832 -0.4420 0.55 -0.20 0.10
H 1.2393 4.2435 -1.3091 -0.11 0.06 0.03
H 0.0933 5.0079 -0.1627 0.05 -0.03 -0.03
S 1.6362 3.6596 0.9964 -0.05 0.30 0.16
C 2.0208 1.9940 0.6060 -0.10 -0.02 -0.43
N 1.5711 1.5048 -0.4968 0.18 0.08 -0.06
C 1.7878 0.1818 -0.7571 0.35 -0.15 0.33
C 2.5045 -0.6332 0.1032 -0.10 0.00 -0.09
C 3.0784 -0.0728 1.2925 -0.21 0.30 -0.15
O 3.7662 -0.6176 2.1304 0.16 -0.13 0.20
N 2.7569 1.2985 1.4835 0.04 0.13 0.20
H 3.1003 1.7252 2.3355 -0.02 -0.13 -0.09
C 2.6958 -2.0694 -0.1577 0.02 -0.07 -0.02
C 1.6149 -2.8812 -0.5009 0.07 0.03 0.11
C 1.7995 -4.2304 -0.7408 -0.05 -0.13 -0.07
C 3.0618 -4.7902 -0.6383 -0.03 -0.09 -0.01
C 4.1375 -3.9942 -0.2815 0.06 -0.04 -0.01
C 3.9586 -2.6447 -0.0412 -0.02 -0.01 -0.08
H 4.7964 -2.0282 0.2434 0.06 0.05 0.04
H 5.1223 -4.4282 -0.1891 0.08 -0.03 0.01
H 3.2040 -5.8444 -0.8259 0.01 -0.08 -0.01
H 0.9521 -4.8487 -1.0010 -0.06 -0.05 -0.01
H 0.6209 -2.4577 -0.5462 -0.07 0.03 -0.01
N 1.2425 -0.2424 -1.9168 0.08 -0.06 -0.02
H 1.4683 -1.1546 -2.2699 -0.04 0.01 -0.03
H 0.7958 0.4327 -2.5118 -0.03 0.00 0.01
H -3.2113 -0.2685 -2.1438 -0.01 -0.04 -0.12
H -4.8555 -1.8838 -1.3070 -0.06 -0.07 -0.03
H -5.5696 -3.7090 0.0093 -0.02 0.04 0.01
H -6.9016 -3.5738 1.1830 0.03 0.02 -0.09
```
Forces are in eV/Å.

Properties
net charge	0
spin multiplicity	1
SMILES string	COc1ccc(-c2noc(CSc3nc(N)c(-c4ccccc4)c(=O)[nH]3)n2)cc1
gap between HOMO and LUMO	8.441	eV
LUMO energy	0.51	eV
HOMO energy	-7.93	eV

Density functional theory data (ωB97M-V with the def2-TZVPD basis set) for C20H17O7ReSe as an isolated structure.

```
46
Properties=species:S:1:pos:R:3:forces:R:3
Re 0.2315 -1.5342 -1.2375 0.09 0.03 -0.30
C 0.7522 -3.6811 -1.5157 0.08 -0.04 0.03
C 2.0818 -3.2623 -1.2632 0.05 -0.03 0.03
C 2.9353 -2.9208 -2.3225 -0.02 0.01 0.01
C 2.4575 -2.8724 -3.6183 0.00 0.00 0.00
C 1.1126 -3.1271 -3.8635 -0.01 0.00 0.00
C 0.2573 -3.5264 -2.8338 -0.02 -0.01 0.06
H 0.1755 -4.2005 -0.7563 -0.01 0.01 0.00
H 2.4717 -3.3291 -0.2565 0.01 -0.01 0.00
H 3.9687 -2.6826 -2.1098 0.00 0.00 0.00
H 3.1128 -2.6015 -4.4339 0.00 0.00 0.00
H 0.7153 -3.0218 -4.8646 0.00 0.01 0.00
H -0.7678 -3.7908 -3.0570 0.00 -0.01 0.00
O -0.2793 0.2870 -0.3362 0.25 -0.02 -0.01
C -0.2628 0.4583 1.1088 0.00 -0.02 -0.08
C 0.3338 -0.8549 1.6163 -0.08 -0.11 0.01
O 0.5923 -1.1389 2.7325 0.06 0.05 0.01
O 0.4812 -1.7860 0.5999 -0.23 0.03 0.07
C 0.5588 1.6949 1.4332 -0.06 0.03 0.07
C 1.5175 1.7293 2.4365 0.05 -0.03 -0.09
C 2.1976 2.9132 2.6949 0.01 -0.02 0.01
C 1.9289 4.0553 1.9598 -0.01 0.00 -0.01
C 0.9593 4.0244 0.9660 0.01 0.00 0.00
C 0.2670 2.8534 0.7131 -0.04 0.05 0.04
C -1.7017 0.5579 1.6102 0.00 0.04 0.00
C -2.7708 0.6300 0.7270 0.01 -0.04 -0.01
C -4.0622 0.7620 1.2219 -0.01 0.00 0.01
C -4.2842 0.8188 2.5877 0.00 0.00 -0.01
C -3.2111 0.7481 3.4668 0.02 0.00 0.01
C -1.9205 0.6213 2.9831 -0.01 0.03 -0.01
H -0.0987 1.1112 -0.8481 -0.07 0.03 0.01
H 1.7391 0.8489 3.0214 0.00 0.00 0.02
H 2.9437 2.9343 3.4778 0.00 0.00 0.00
H 2.4650 4.9719 2.1646 0.00 0.00 0.00
H 0.7289 4.9151 0.3977 0.00 0.00 0.00
H -0.5282 2.8717 -0.0271 0.00 -0.02 0.01
H -2.6140 0.5883 -0.3425 0.00 0.00 0.00
H -4.8933 0.8229 0.5322 0.00 0.00 0.00
H -5.2908 0.9221 2.9697 0.00 0.00 0.00
H -3.3785 0.7969 4.5342 0.00 0.00 0.00
H -1.0863 0.5761 3.6713 0.00 0.00 0.00
O 1.3137 -0.4293 -2.4484 0.08 -0.03 0.05
Se 0.0152 0.3151 -3.3418 -0.09 0.16 -0.14
O -0.2891 1.7397 -2.6815 0.03 -0.04 -0.04
O -1.0269 -0.8819 -2.5686 -0.06 -0.09 0.10
O 0.1520 0.0739 -4.8997 -0.05 0.05 0.15
```
Forces are in eV/Å.

Properties
net charge	+1
expectation value of S²	0.755
spin multiplicity	2
gap between HOMO and LUMO (alpha / beta)	6.333 / 6.470	eV
LUMO energy (alpha / beta)	-5.66 / -5.53	eV
HOMO energy (alpha / beta)	-12.00 / -11.99	eV

Record-wise M values, in g mol⁻¹: 502.78, 818.30, 407.45, 634.52
Record-wise ΔE to the lowest compared entry with this formula, charge and spin values, in kcal per mole: 88.3, 20.2, 0.0, 0.0